one.
Formula: C28H50N2O5PSZn
Source: OMol25
Level of theory: ωB97M-V with the def2-TZVPD basis set

The LUMO energy comes out at 2.5 eV.

The geometry in ORCA input format:
```
! wB97M-V def2-TZVPD RIJCOSX def2/J DEFGRID3
* xyz -1 1
Zn -0.476 -0.419 0.966
O 2.097 -1.760 3.299
C 1.500 -1.830 2.229
O 1.386 -0.854 1.395
C 0.824 -3.142 1.820
C 0.563 -3.216 0.311
C 0.201 -4.647 -0.097
C -1.257 -4.758 0.416
C -1.443 -3.396 1.082
O -0.707 -2.530 0.186
C -0.630 -3.313 2.386
C -1.169 -2.168 3.261
O -1.502 -2.421 4.411
O -1.272 -1.025 2.683
H 1.457 -3.957 2.168
H 1.292 -2.702 -0.308
H 0.254 -4.772 -1.178
H 0.872 -5.373 0.361
H -1.956 -4.876 -0.412
H -1.408 -5.578 1.118
H -2.465 -3.035 1.162
H -0.713 -4.229 2.967
C -4.127 3.131 0.119
C -2.839 3.142 -0.715
C -3.191 3.086 -2.206
C -2.051 4.426 -0.419
C -2.015 1.984 -0.332
C -1.364 1.045 0.074
H -4.751 3.990 -0.143
H -3.889 3.177 1.181
H -4.693 2.217 -0.063
H -3.795 3.955 -2.482
H -3.760 2.183 -2.437
H -2.287 3.088 -2.819
H -2.663 5.304 -0.642
H -1.147 4.468 -1.030
H -1.749 4.454 0.629
C 0.425 -2.927 -4.013
C 1.264 -1.669 -3.791
C 2.672 -2.060 -3.344
P 0.470 -0.565 -2.511
C -1.080 0.008 -3.361
C -0.992 0.230 -4.868
C -2.272 -0.872 -2.982
C 1.612 0.919 -2.628
C 0.905 2.274 -2.600
C 2.578 0.849 -1.442
H 0.981 -3.658 -4.607
H -0.506 -2.713 -4.536
H 0.167 -3.394 -3.058
H 1.344 -1.122 -4.737
H 2.648 -2.564 -2.374
H 3.333 -1.198 -3.254
H 3.119 -2.750 -4.066
H -1.257 0.967 -2.871
H -0.915 -0.717 -5.410
H -0.129 0.837 -5.147
H -1.890 0.738 -5.232
H -2.187 -1.884 -3.382
H -3.197 -0.440 -3.376
H -2.364 -0.939 -1.897
H 2.178 0.838 -3.564
H 0.276 2.360 -1.711
H 0.280 2.445 -3.477
H 1.651 3.073 -2.564
H 2.023 0.961 -0.508
H 3.322 1.650 -1.502
H 3.104 -0.104 -1.376
C 3.797 2.458 3.227
C 2.874 1.718 2.266
N 1.502 2.204 2.319
C 0.677 2.026 3.392
S -0.506 3.179 3.729
N 0.878 0.915 4.107
C 0.016 0.500 5.207
C 0.435 1.120 6.531
H 4.814 2.064 3.157
H 3.455 2.335 4.256
H 3.825 3.526 3.004
H 2.891 0.646 2.450
H 3.214 1.837 1.236
H 1.306 3.072 1.846
H 1.464 0.186 3.713
H 0.067 -0.586 5.252
H -1.012 0.759 4.958
H 1.457 0.831 6.787
H -0.227 0.777 7.329
H 0.379 2.207 6.478
*
```

=====

two.
Formula: C28H50N2O5PSZn
Source: OMol25
Level of theory: ωB97M-V with the def2-TZVPD basis set

The LUMO energy comes out at 2.3 eV.

The geometry in ORCA input format:
```
! wB97M-V def2-TZVPD RIJCOSX def2/J DEFGRID3
* xyz -1 1
Zn 0.909 0.239 0.335
O -2.268 2.414 -0.585
C -1.205 1.835 -0.790
O -0.875 0.689 -0.306
C -0.189 2.499 -1.745
C 0.549 1.441 -2.580
C 1.190 2.097 -3.810
C 2.353 2.885 -3.157
C 2.197 2.480 -1.679
O 1.702 1.138 -1.780
C 1.009 3.239 -1.058
C 1.082 3.153 0.486
O 0.871 4.172 1.138
O 1.422 2.015 0.978
H -0.757 3.180 -2.376
H -0.019 0.538 -2.778
H 1.564 1.330 -4.489
H 0.482 2.728 -4.347
H 3.323 2.572 -3.546
H 2.260 3.964 -3.278
H 3.106 2.501 -1.083
H 1.018 4.296 -1.311
C 5.187 -2.701 1.091
C 3.764 -3.275 1.177
C 3.634 -4.496 0.260
C 3.476 -3.702 2.623
C 2.809 -2.225 0.781
C 2.047 -1.325 0.491
H 5.932 -3.456 1.360
H 5.280 -1.851 1.768
H 5.395 -2.347 0.080
H 4.306 -5.296 0.585
H 3.890 -4.228 -0.765
H 2.609 -4.868 0.270
H 4.200 -4.453 2.954
H 2.473 -4.126 2.702
H 3.537 -2.843 3.291
C 0.564 2.104 4.422
C 0.735 0.600 4.197
C 2.196 0.295 3.852
P -0.352 -0.019 2.804
C -2.014 0.645 3.335
C -3.139 0.241 2.379
C -2.424 0.404 4.788
C -0.316 -1.867 3.118
C -0.681 -2.431 4.490
C -1.103 -2.581 2.011
H 1.332 2.458 5.116
H -0.409 2.351 4.851
H 0.678 2.653 3.487
H 0.474 0.066 5.118
H 2.493 0.879 2.980
H 2.354 -0.758 3.613
H 2.846 0.563 4.690
H -1.857 1.720 3.197
H -3.382 -0.820 2.474
H -2.864 0.453 1.349
H -4.041 0.814 2.613
H -2.798 -0.611 4.923
H -3.233 1.090 5.057
H -1.602 0.563 5.487
H 0.743 -2.081 2.934
H -1.760 -2.417 4.642
H -0.208 -1.885 5.308
H -0.355 -3.475 4.553
H -2.173 -2.566 2.223
H -0.789 -3.626 1.932
H -0.937 -2.098 1.046
C 4.235 -1.047 -4.252
C 3.753 -1.445 -2.860
N 3.199 -2.795 -2.826
C 1.882 -3.043 -2.970
S 0.806 -1.918 -3.547
N 1.449 -4.284 -2.589
C 2.224 -5.504 -2.733
C 2.286 -5.989 -4.182
H 4.702 -0.061 -4.213
H 3.391 -1.011 -4.941
H 4.967 -1.763 -4.632
H 2.992 -0.748 -2.511
H 4.586 -1.416 -2.156
H 3.737 -3.485 -2.330
H 0.463 -4.382 -2.774
H 1.761 -6.262 -2.099
H 3.235 -5.348 -2.356
H 1.284 -6.215 -4.548
H 2.902 -6.886 -4.270
H 2.713 -5.208 -4.813
*
```

=====

Least stable: two

=====

one.
Formula: C6H9N2O2
Source: OMol25
Level of theory: ωB97M-V with the def2-TZVPD basis set

The LUMO energy comes out at 3.9 eV.

The geometry in ORCA input format:
```
! wB97M-V def2-TZVPD RIJCOSX def2/J DEFGRID3
* xyz -1 1
C -0.266 -0.646 -3.474
C 0.518 -1.400 -0.059
C -0.885 0.010 -1.012
C -0.226 -0.749 -2.013
N -0.538 -0.552 0.169
N 0.635 -1.576 -1.392
H -0.796 -0.108 1.417
H 1.151 -2.057 0.591
H -1.712 0.691 -1.067
H -1.132 -1.213 -3.849
H 0.627 -1.016 -3.962
H -0.355 0.474 -3.580
C 1.066 1.069 2.395
C -0.404 1.247 2.789
O -1.375 0.568 2.272
O -0.624 2.033 3.722
H 1.303 -0.003 2.448
H 1.592 1.686 3.100
H 1.421 1.543 1.507
*
```

=====

two.
Formula: C6H9N2O2
Source: OMol25
Level of theory: ωB97M-V with the def2-TZVPD basis set

The LUMO energy comes out at 3.7 eV.

The geometry in ORCA input format:
```
! wB97M-V def2-TZVPD RIJCOSX def2/J DEFGRID3
* xyz -1 1
C -2.785 1.089 0.109
C -1.996 1.698 1.249
O -2.522 2.054 2.278
O -0.689 1.719 1.070
H -2.180 1.057 -0.794
H -3.781 1.456 -0.098
H -2.725 0.005 0.275
C 3.125 -1.364 -2.098
C 1.859 -1.382 -1.281
C 0.733 -1.326 0.530
C 0.869 -0.417 -1.405
N 1.767 -1.953 -0.056
N 0.092 -0.465 -0.259
H 0.662 -1.410 1.606
H 3.927 -1.815 -1.514
H 3.372 -0.373 -2.474
H -0.396 1.132 0.305
H 0.504 0.235 -2.157
H 3.083 -1.875 -3.074
*
```

=====

Least stable: one